DFT (ωB97M-V/def2-TZVPD) results for a cluster of 13 separate species, C42H113N3O13 in total at a distorted geometry.

Structure (XYZ):
```
171
Properties=species:S:1:pos:R:3:forces:R:3:mulliken_charge:R:1
C -1.713 -4.163 -0.675 0.28 -0.53 1.02 -1.298
C -0.716 -3.943 -1.761 0.32 -0.56 0.34 2.289
C 0.419 -4.941 -1.723 0.16 -1.36 2.22 -0.860
O -0.039 -6.221 -2.156 -0.09 1.35 -0.50 -0.392
C 0.956 -7.171 -2.067 0.35 -0.99 2.69 -0.730
N -1.370 -3.813 -3.046 -1.19 -0.44 -1.41 -0.310
H -2.097 -5.172 -0.660 -0.69 -0.18 -0.47 0.518
H -2.430 -3.383 -0.629 -1.26 0.42 -0.51 -0.022
H -1.289 -4.085 0.313 0.92 0.07 0.33 0.119
H -0.253 -3.002 -1.573 0.53 0.94 0.21 -1.428
H 0.851 -5.133 -0.633 -0.80 1.01 -2.07 0.181
H 1.206 -4.550 -2.348 0.70 -0.10 -0.46 0.564
H 0.439 -8.116 -2.130 0.07 -0.54 0.01 0.301
H 1.494 -7.117 -1.042 -0.84 -0.12 -1.27 0.239
H 1.742 -7.169 -2.781 0.61 0.53 -1.14 0.295
H -0.759 -3.990 -3.832 0.74 0.37 0.07 0.163
H -2.070 -4.539 -3.263 0.21 0.29 0.98 0.344
C 3.114 -3.780 4.735 0.64 0.00 0.14 -1.392
C 1.643 -3.569 4.793 -1.57 0.36 -0.98 0.171
C 1.188 -2.108 4.533 1.58 -2.80 -0.56 1.095
O 1.775 -1.319 5.490 0.34 0.56 0.05 -0.508
C 1.039 -0.142 5.664 -1.00 -0.25 0.33 -0.498
N 0.998 -4.472 3.769 0.21 -0.21 0.69 -0.569
H 3.538 -3.426 3.788 0.07 0.03 0.31 0.081
H 3.365 -4.822 4.857 -0.10 -0.63 -0.31 0.503
H 3.596 -3.352 5.607 0.15 0.68 -0.11 0.336
H 1.284 -3.751 5.784 -0.26 -0.60 0.83 0.453
H 0.124 -2.125 4.559 -1.15 0.40 0.08 -0.118
H 1.546 -1.919 3.535 -0.05 0.87 -0.78 -0.533
H 0.081 -0.416 6.129 0.17 0.24 0.29 0.139
H 0.749 0.365 4.744 0.49 0.06 -0.39 -0.040
H 1.610 0.486 6.308 0.25 0.65 0.41 0.433
H 1.157 -5.442 4.106 -0.36 0.87 -0.64 0.277
H -0.015 -4.336 3.620 0.71 -0.03 0.58 0.208
C -1.497 -0.844 1.701 -0.07 -0.13 0.96 -1.111
C -0.207 -0.529 0.992 -0.22 -0.72 -1.39 0.160
C -0.563 -0.305 -0.523 1.19 -1.75 0.98 1.563
O -1.187 0.882 -0.791 -0.75 1.28 -0.74 1.413
C -1.394 1.079 -2.195 -0.85 -0.15 -0.22 -0.320
N 0.552 0.464 1.691 0.95 1.00 -0.10 1.308
H -2.254 -0.062 1.551 0.11 -0.19 0.28 -0.282
H -1.295 -1.047 2.757 -0.09 0.65 0.13 -0.190
H -1.880 -1.808 1.396 -0.31 -0.12 -0.66 0.295
H 0.384 -1.444 1.052 -0.04 -0.21 -0.49 -0.626
H -1.235 -1.123 -0.792 -0.17 -0.30 -0.07 -0.097
H 0.309 -0.442 -1.159 0.46 0.19 -0.03 -1.214
H -0.548 1.495 -2.723 0.55 -0.02 0.12 0.053
H -2.227 1.761 -2.330 -0.10 0.16 0.25 0.276
H -1.684 0.155 -2.715 0.17 0.05 0.41 -0.576
H -0.065 1.197 1.967 -0.39 0.78 0.29 0.192
H 1.316 0.938 1.168 -0.81 -0.75 0.25 -0.822
C 4.067 -3.933 0.392 -0.97 0.26 2.59 -1.915
C 2.933 -2.947 0.910 1.71 -0.23 -2.25 1.897
C 2.877 -1.807 -0.154 -0.37 -0.49 0.73 -0.650
O 1.728 -3.635 1.066 -0.69 0.27 -0.43 -0.279
H 3.910 -4.309 -0.605 -0.04 0.09 -0.36 0.329
H 4.046 -4.754 1.119 -0.04 -0.33 -0.37 0.489
H 5.040 -3.493 0.577 0.24 0.30 -0.59 0.444
H 3.270 -2.485 1.839 -0.03 -0.07 0.14 -0.775
H 2.474 -2.075 -1.141 0.37 -0.49 0.26 -0.058
H 3.898 -1.416 -0.237 -0.36 0.12 -0.18 0.682
H 2.198 -1.052 0.199 0.00 0.67 0.20 -0.366
H 1.508 -3.830 1.994 0.34 -0.20 0.22 0.016
C -2.382 -2.182 6.548 0.28 -0.15 -0.79 -1.258
C -3.131 -0.875 6.527 1.11 0.26 -1.32 0.314
C -2.711 0.073 5.348 -1.07 -1.76 -0.50 -0.568
O -4.490 -1.216 6.424 0.03 -0.51 0.00 -0.555
H -2.462 -2.749 5.606 -0.31 0.22 0.24 0.235
H -2.806 -2.750 7.355 -0.04 -0.57 0.32 0.424
H -1.319 -2.055 6.712 0.23 0.18 0.27 0.353
H -2.926 -0.418 7.467 0.01 0.74 0.95 0.261
H -3.374 0.964 5.287 0.62 -0.44 0.12 0.409
H -2.948 -0.598 4.454 0.49 1.21 0.74 0.189
H -1.640 0.328 5.355 -0.60 0.06 0.01 -0.060
H -4.940 -0.392 6.338 -0.92 0.78 -0.09 0.333
C 4.181 0.521 2.505 0.37 0.33 -1.37 -0.683
C 3.832 1.781 3.295 -1.69 0.48 -0.42 1.768
C 4.520 1.907 4.602 1.57 -0.73 0.53 -1.747
O 3.985 3.010 2.544 0.61 -0.96 0.55 -0.622
H 5.277 0.390 2.281 -0.97 0.44 0.25 0.477
H 3.619 0.462 1.538 0.53 0.37 0.59 -0.182
H 3.859 -0.359 3.019 -0.18 -0.59 0.74 -0.103
H 2.752 1.767 3.626 0.60 -0.50 -0.78 -0.148
H 4.307 1.041 5.252 0.46 -0.03 -0.48 0.286
H 4.074 2.699 5.136 -0.27 1.25 0.61 0.461
H 5.613 2.113 4.514 -0.70 -0.35 0.09 0.343
H 3.176 3.139 2.031 -0.04 0.05 -0.35 0.032
C -5.116 -0.089 0.478 -1.31 1.29 -1.97 -1.666
C -4.446 -0.663 -0.782 -1.62 0.46 0.45 3.052
C -4.963 -2.038 -1.223 -0.93 0.84 -0.97 -1.670
O -4.632 0.346 -1.802 0.34 -1.08 0.47 -0.694
H -6.023 0.596 0.228 1.65 -1.23 0.23 0.321
H -4.418 0.456 1.059 0.67 0.86 0.44 0.192
H -5.456 -0.859 1.087 -0.78 -1.52 1.17 0.474
H -3.410 -0.783 -0.581 1.23 0.11 0.20 -1.343
H -6.022 -1.982 -1.492 0.00 0.19 -0.03 0.376
H -4.910 -2.826 -0.509 0.40 -0.39 1.00 0.470
H -4.452 -2.400 -2.114 0.22 0.14 -0.09 0.221
H -4.129 -0.045 -2.516 0.15 0.36 -0.96 0.219
C -0.639 4.365 -5.254 1.04 0.85 0.79 -1.114
C 0.525 4.209 -6.236 -0.95 -0.58 -0.66 1.076
C 0.033 3.798 -7.599 -2.71 -0.79 0.37 -1.622
O 1.139 5.462 -6.355 0.84 0.85 0.70 -0.548
H -1.410 3.638 -5.344 -0.58 -0.63 -0.41 0.353
H -1.021 5.378 -5.402 -0.28 -0.19 -0.02 0.407
H -0.306 4.310 -4.204 0.11 0.10 -0.33 0.043
H 1.197 3.404 -5.913 0.29 0.35 0.26 -0.072
H -0.668 4.544 -8.046 0.18 -0.46 0.62 0.425
H -0.499 2.804 -7.502 0.49 1.04 -0.32 0.229
H 0.783 3.698 -8.321 1.56 -0.34 -0.92 0.512
H 1.394 5.654 -7.260 0.02 -0.26 -0.04 0.328
C 2.054 2.350 -1.439 -0.71 -1.93 0.44 -0.247
C 2.573 3.534 -0.635 1.62 0.06 -1.97 0.505
C 2.380 4.778 -1.463 -0.86 1.62 0.50 -1.840
O 2.079 3.622 0.640 -1.30 -0.24 1.38 0.405
H 0.987 2.328 -1.779 0.54 0.49 1.14 -0.366
H 2.276 1.453 -0.782 -0.48 0.54 -0.99 -0.267
H 2.508 2.183 -2.417 0.83 0.25 0.26 0.791
H 3.655 3.327 -0.492 -0.34 0.30 -0.22 0.339
H 2.795 5.737 -1.111 0.24 -0.61 0.45 0.363
H 1.310 5.028 -1.591 0.24 -0.49 -0.03 0.199
H 2.805 4.630 -2.423 0.32 -0.20 -1.10 0.555
H 1.113 3.491 0.585 -0.27 0.18 0.13 -0.197
C 1.518 -1.164 -3.660 -1.61 0.54 -0.26 0.042
C 1.257 -0.646 -5.085 0.77 -1.17 -1.36 0.022
C 1.072 -1.979 -5.908 -0.33 0.42 0.38 -1.027
O 0.133 0.214 -5.174 -1.03 -1.99 1.31 -0.195
H 1.673 -0.318 -3.011 0.41 0.03 0.59 -0.383
H 2.202 -1.988 -3.539 0.91 0.22 -0.27 0.587
H 0.572 -1.669 -3.366 0.11 0.55 0.06 -0.159
H 2.048 -0.019 -5.553 0.03 -0.75 0.61 0.439
H 2.077 -2.424 -6.001 -0.55 -0.08 -0.23 0.426
H 0.578 -1.838 -6.879 0.48 0.15 0.08 0.328
H 0.399 -2.684 -5.346 0.68 0.59 -0.32 -0.049
H -0.551 -0.410 -4.782 -0.02 1.56 -0.68 -0.032
C -2.885 4.125 -0.335 0.02 -0.59 -0.53 -1.105
C -1.773 4.078 0.687 1.04 0.23 -0.80 0.870
C -2.261 3.537 1.961 -1.97 -1.72 1.13 -1.142
O -0.692 3.269 0.165 0.34 0.82 0.37 -0.345
H -2.620 4.414 -1.374 0.27 -0.31 0.75 0.203
H -3.690 4.771 -0.046 -0.48 0.39 0.37 0.472
H -3.259 3.090 -0.296 -0.27 0.25 -0.61 0.088
H -1.384 5.069 0.995 0.31 -0.31 -0.95 0.326
H -1.513 3.413 2.719 0.56 0.43 0.45 0.169
H -2.727 2.532 1.895 0.35 0.13 -0.51 -0.071
H -3.119 4.110 2.323 0.34 0.42 0.26 0.500
H -0.950 2.364 -0.141 -0.24 0.55 0.38 0.126
C -4.159 -2.607 -5.022 -1.02 -0.47 -1.56 -1.466
C -2.883 -1.949 -5.518 -0.23 -1.47 1.56 0.819
C -3.082 -1.037 -6.691 -0.68 -1.01 -0.14 -1.566
O -2.396 -1.227 -4.364 0.46 1.15 -0.82 0.171
H -4.587 -3.329 -5.749 0.21 0.56 -0.05 0.435
H -4.929 -1.848 -4.832 0.17 -0.17 0.18 0.294
H -4.009 -3.237 -4.170 0.31 0.02 0.83 0.281
H -2.164 -2.762 -5.762 -0.14 0.49 -0.02 0.218
H -2.123 -0.708 -7.010 0.81 0.35 -0.67 0.309
H -3.631 -0.164 -6.370 -0.47 0.18 -0.12 0.325
H -3.616 -1.628 -7.499 0.62 0.96 0.83 0.364
H -2.229 -1.831 -3.634 0.12 -0.83 -0.02 -0.269
C 1.920 4.571 4.209 -0.36 0.32 -1.11 0.217
C 2.500 5.818 3.469 -2.35 0.13 0.34 0.476
C 1.387 6.555 2.645 0.42 -0.16 1.79 -0.877
O 3.145 6.715 4.390 0.11 -0.59 -0.59 -0.599
H 2.793 3.989 4.494 -0.39 0.05 0.70 -0.616
H 1.349 3.906 3.511 0.46 0.62 0.17 -0.339
H 1.190 4.842 4.984 0.60 -0.02 0.20 0.557
H 3.151 5.373 2.752 1.10 0.16 -0.47 0.181
H 0.439 6.639 3.224 0.56 -0.14 -0.41 0.258
H 1.276 5.945 1.782 -0.59 -0.42 -0.86 -0.027
H 1.674 7.555 2.334 0.25 0.08 0.04 0.373
H 4.089 6.538 4.308 -0.10 0.12 0.19 0.375
```
Positions in Å, forces in eV/Å.

Properties
* electronic energy: -2810.24757 a.u.
* HOMO level: -9.33 eV
* frontier orbital gap: 9.7 eV
* total charge: 0